(1)
DFT (the ωB97M-V functional and the def2-TZVPD basis) results for one molecule with the formula C3H4O3.

Structure (XYZ):
```
10
Properties=species:S:1:pos:R:3:nbo_charge:R:1
O -1.66856 -0.24897 1.24051 -0.690
C -0.34204 0.06935 0.95295 -0.186
C 0.09120 -0.57143 -0.33920 0.792
O -0.41647 -1.52181 -0.84493 -0.513
C 0.93899 1.13308 -1.48464 0.104
O 1.25735 -0.01539 -0.92454 -0.502
H -1.85590 -1.09989 0.81723 0.485
H -0.22556 1.15470 0.89444 0.224
H 0.35667 -0.30356 1.72252 0.197
H 1.86430 1.40392 -2.03434 0.088
```

Calculated values
- LUMO: 0.007 eV
- Gap between HOMO and LUMO: 0.3515 Ha

(2)
DFT (the ωB97M-V functional and the def2-TZVPD basis) results for one molecule with the formula C3H4O3.

Structure (XYZ):
```
10
Properties=species:S:1:pos:R:3:nbo_charge:R:1
O -1.56608 1.10877 -1.08086 -0.701
C -0.33538 0.89970 -0.46491 -0.162
C -0.29997 -0.47405 0.18540 0.392
O -1.17689 -1.28764 -0.04741 -0.547
C 0.71847 -0.72459 1.23080 0.243
O 1.84587 -1.10629 0.69615 -0.610
H -2.02347 0.24960 -1.04177 0.489
H 0.50041 0.93015 -1.18632 0.191
H -0.13708 1.67300 0.28955 0.197
H 2.47412 -1.26865 1.41936 0.506
```

Calculated values
- LUMO: -0.043 eV
- Gap between HOMO and LUMO: 0.3452 Ha

(3)
DFT (the ωB97M-V functional and the def2-TZVPD basis) results for one molecule with the formula C3H4O3.

Structure (XYZ):
```
10
Properties=species:S:1:pos:R:3:nbo_charge:R:1
O -0.11326 -1.03325 2.63826 -0.577
C -0.30872 -0.82195 1.48442 0.981
O -0.95640 -1.22245 0.51289 -0.649
C -0.03471 -0.14095 -1.09159 -0.115
C 0.18859 0.89506 -0.16044 0.023
O 0.61030 0.51833 1.01613 -0.596
H 0.61532 -1.00515 -1.06161 0.241
H -0.64283 0.01845 -1.98018 0.236
H 1.01097 0.95769 -1.09261 0.253
H -0.36926 1.83422 -0.26525 0.203
```

Calculated values
- LUMO: -0.406 eV
- Gap between HOMO and LUMO: 0.3633 Ha

Here is how they stack up, most stable first: (3), (2), (1).

(1)
DFT (the ωB97M-V functional and the def2-TZVPD basis) results for one molecule with the formula C3H4O3.

Structure (XYZ):
```
10
Properties=species:S:1:pos:R:3:nbo_charge:R:1
C 1.02601 -0.49470 1.33848 -0.647
C 0.12105 0.47244 0.30971 0.498
O -0.12578 1.53171 0.81850 -0.519
C -0.59845 0.28565 -1.25894 0.733
O -0.19860 1.03222 -2.12469 -0.572
O -1.66158 -0.43360 -1.28627 -0.672
H 1.12731 0.13022 2.14155 0.228
H 2.06820 -0.68961 0.75500 0.225
H 0.38624 -1.29221 1.39530 0.216
H -2.14440 -0.54212 -2.08864 0.511
```

Calculated values
- LUMO: 0.526 eV
- SMILES: CC(=O)C(=O)O
- Gap between HOMO and LUMO: 0.3666 Ha

(2)
DFT (the ωB97M-V functional and the def2-TZVPD basis) results for one molecule with the formula C3H4O3.

Structure (XYZ):
```
10
Properties=species:S:1:pos:R:3:nbo_charge:R:1
O -1.33829 -0.56311 1.33382 -0.490
C -1.35966 0.27107 0.46783 0.418
C -0.34471 0.41618 -0.64395 -0.197
O 0.56277 -0.66474 -0.76107 -0.494
C 1.51317 -0.75247 0.18687 0.652
O 1.66298 0.01234 1.09807 -0.569
H -2.14417 1.05828 0.41868 0.108
H -0.86517 0.47687 -1.60497 0.219
H 0.16764 1.37069 -0.46400 0.223
H 2.14545 -1.62512 -0.03128 0.129
```

Calculated values
- LUMO: 0.800 eV
- SMILES: O=CCOC=O
- Gap between HOMO and LUMO: 0.4069 Ha

(3)
DFT (the ωB97M-V functional and the def2-TZVPD basis) results for one molecule with the formula C3H4O3.

Structure (XYZ):
```
10
Properties=species:S:1:pos:R:3:nbo_charge:R:1
C -0.43881 -0.29138 1.15513 -0.729
C -0.35180 -0.82497 -0.22806 0.809
O -1.06962 -1.63619 -0.72193 -0.506
O 0.80385 -0.41045 -0.93249 -0.529
C 0.79479 0.91598 -1.15924 0.643
O -0.03383 1.67318 -0.72978 -0.568
H -0.14515 -1.21936 1.66736 0.245
H -1.46023 0.02698 1.39271 0.258
H 0.27144 0.50058 1.39139 0.239
H 1.62374 1.18973 -1.81795 0.136
```

Calculated values
- LUMO: 0.812 eV
- SMILES: CC(=O)OC=O
- Gap between HOMO and LUMO: 0.4324 Ha

(4)
DFT (the ωB97M-V functional and the def2-TZVPD basis) results for one molecule with the formula C3H4O3.

Structure (XYZ):
```
10
Properties=species:S:1:pos:R:3:nbo_charge:R:1
O 0.04052 -0.43752 -2.33345 -0.542
C 0.09908 -0.21355 -1.16003 0.759
C -0.93297 -0.49618 -0.08101 -0.197
O -0.24746 -0.25889 1.12797 -0.511
C 0.82409 0.59076 0.81863 0.227
O 1.15295 0.37788 -0.54834 -0.489
H -1.27358 -1.53291 -0.11867 0.223
H -1.79685 0.17174 -0.21582 0.202
H 1.68424 0.32867 1.43657 0.180
H 0.55971 1.64931 0.95239 0.149
```

Calculated values
- LUMO: 0.776 eV
- SMILES: O=C1COCO1
- Gap between HOMO and LUMO: 0.4196 Ha

Here is how they stack up, most stable first: (3), (4), (2), (1).

(1)
DFT (the ωB97M-V functional and the def2-TZVPD basis) results for one molecule with the formula C17H26N2O3S.

Structure (XYZ):
```
49
Properties=species:S:1:pos:R:3:nbo_charge:R:1
C 1.48178 1.21822 -7.17393 -0.599
C 0.55141 1.31956 -5.96917 -0.213
C 0.67296 2.68951 -5.30733 -0.608
C 0.86701 0.21391 -4.95575 -0.496
C -0.21820 0.08944 -3.90046 0.695
O -1.37128 0.39673 -4.08978 -0.606
N 0.25158 -0.43345 -2.72335 -0.621
C -0.45027 -0.74257 -1.55947 0.226
C -1.82527 -0.55762 -1.42240 -0.242
C -2.45928 -0.89680 -0.23906 -0.191
C -1.74247 -1.41860 0.82519 -0.202
C -0.37956 -1.59092 0.68277 -0.314
S 0.55753 -2.26424 2.05255 2.326
O 1.95510 -2.20352 1.71427 -0.947
O 0.00650 -3.53613 2.41888 -0.936
N 0.16662 -1.16478 3.24637 -0.689
C -0.05881 -1.66878 4.58275 -0.237
C -1.23820 -0.94664 5.23671 -0.410
C -0.86422 0.34338 5.97445 -0.396
C 0.23565 1.18137 5.31367 -0.405
C 0.16024 1.24945 3.78762 -0.414
C 0.87730 0.08245 3.10882 -0.216
C 0.27230 -1.26404 -0.48462 -0.246
H 1.25452 2.00124 -7.89282 0.212
H 1.37134 0.25683 -7.67050 0.207
H 2.51951 1.32958 -6.86483 0.198
H -0.48270 1.18347 -6.29935 0.221
H -0.00963 2.76465 -4.46465 0.217
H 0.42725 3.47576 -6.01664 0.212
H 1.68864 2.85454 -4.95120 0.195
H 1.83645 0.40070 -4.48917 0.206
H 0.91909 -0.74905 -5.47253 0.234
H 1.23686 -0.65621 -2.68064 0.399
H -2.38739 -0.15342 -2.24775 0.259
H -3.52532 -0.75213 -0.15266 0.221
H -2.21317 -1.69897 1.75289 0.231
H 0.84461 -1.58737 5.20014 0.181
H -0.29478 -2.72654 4.45549 0.248
H -1.96117 -0.72878 4.44943 0.205
H -1.72049 -1.62093 5.94622 0.216
H -0.53333 0.09572 6.98550 0.203
H -1.76752 0.94978 6.07140 0.204
H 1.21507 0.78729 5.59197 0.195
H 0.17369 2.19292 5.72137 0.214
H 0.64633 2.16695 3.44965 0.217
H -0.87822 1.27934 3.45813 0.207
H 1.89899 -0.00566 3.50742 0.187
H 0.95416 0.26903 2.03452 0.215
H 1.33878 -1.42470 -0.54019 0.237
```

Calculated values
- LUMO: 0.568 eV
- SMILES: CC(C)CC(=O)Nc1cccc(S(=O)(=O)N2CCCCCC2)c1
- Gap between HOMO and LUMO: 0.3460 Ha

(2)
DFT (the ωB97M-V functional and the def2-TZVPD basis) results for one molecule with the formula C17H26N2O3S.

Structure (XYZ):
```
49
Properties=species:S:1:pos:R:3:nbo_charge:R:1
C 2.70061 -5.34808 -0.72211 -0.611
C 2.84691 -4.14442 -1.64436 -0.416
C 1.50836 -3.72247 -2.22121 -0.632
S 0.45115 -3.02920 -0.91153 2.299
O 1.24532 -2.14710 -0.09789 -0.961
O -0.25351 -4.08825 -0.24780 -0.953
N -0.64811 -2.16893 -1.85219 -0.680
C -2.04696 -2.35233 -1.52137 -0.225
C -2.45060 -1.52196 -0.30494 -0.418
C -2.12777 -0.05086 -0.55039 -0.390
C -0.63913 0.11241 -0.88269 -0.339
C -0.36680 1.56538 -1.24922 0.695
O -0.69570 2.04488 -2.31587 -0.644
N 0.26322 2.27029 -0.28698 -0.616
C 0.49361 3.69200 -0.38122 -0.217
C -0.47043 4.48216 0.52033 -0.429
C -0.29162 4.08119 1.95649 -0.033
C -1.07016 3.07249 2.51109 -0.237
C -0.86884 2.66102 3.81696 -0.192
C 0.11671 3.25486 4.58652 -0.223
C 0.89706 4.26204 4.04420 -0.217
C 0.69553 4.66942 2.73757 -0.172
C -0.28227 -0.78789 -2.07182 -0.220
H 3.65654 -5.59842 -0.26891 0.212
H 2.34284 -6.21323 -1.27621 0.201
H 1.98553 -5.12474 0.06452 0.224
H 3.53970 -4.37745 -2.45748 0.211
H 3.24993 -3.30080 -1.08073 0.226
H 1.60912 -2.93325 -2.96016 0.236
H 0.94966 -4.55579 -2.63594 0.238
H -2.18690 -3.41488 -1.32441 0.237
H -2.63572 -2.06314 -2.39761 0.198
H -1.88983 -1.88568 0.55888 0.210
H -3.51601 -1.64972 -0.10784 0.215
H -2.37795 0.54185 0.33260 0.209
H -2.71768 0.32435 -1.39061 0.211
H -0.03334 -0.19438 -0.02629 0.232
H 0.45771 1.83467 0.60119 0.405
H 0.33766 3.96696 -1.42641 0.239
H 1.52821 3.90616 -0.09677 0.194
H -0.26677 5.54644 0.39480 0.218
H -1.49296 4.28207 0.19650 0.218
H -1.84625 2.61232 1.91504 0.211
H -1.48259 1.87633 4.23459 0.213
H 0.27418 2.93606 5.60606 0.215
H 1.66492 4.73151 4.64152 0.213
H 1.30660 5.45632 2.31834 0.202
H 0.79455 -0.75516 -2.24470 0.216
H -0.79653 -0.42445 -2.96686 0.227
```

Calculated values
- LUMO: 0.793 eV
- SMILES: CCCS(=O)(=O)N1CCC[C@H](C(=O)NCCc2ccccc2)C1
- Gap between HOMO and LUMO: 0.3695 Ha

Here is how they stack up, most stable first: (2), (1).